Entry 1:
A structure of composition C12H19BrNO3PdSe2. Source: OMol25; level of theory: ωB97M-V with the def2-TZVPD basis set.

Properties
HOMO energy   -0.147 Eh
LUMO level   2.3 eV
Charge   -1
Calculated total energy   -8253.94746 Ha

Each line ends with the natural charge from an NBO analysis.
Cartesian coordinates (Å):
Pd (0.1155, 0.9986, 0.4217)  0.12
C (4.1644, -0.6783, 0.3416)  -0.81
Se (2.2254, -0.8449, 0.1975)  0.38
C (2.1898, -0.6236, -1.7328)  -0.61
C (2.3889, 0.8029, -2.2221)  -0.59
Se (1.0277, 2.0741, -1.6430)  0.34
C (-0.4273, 1.3384, -2.7257)  -0.79
H (4.6464, -1.4369, -0.2732)  0.20
H (4.4190, -0.8473, 1.3860)  0.23
H (4.5073, 0.3138, 0.0531)  0.20
H (1.2239, -1.0259, -2.0402)  0.24
H (2.9743, -1.2632, -2.1440)  0.21
H (2.4178, 0.8379, -3.3135)  0.21
H (3.3287, 1.2163, -1.8520)  0.22
H (-0.1779, 1.3781, -3.7858)  0.20
H (-1.2913, 1.9652, -2.5163)  0.24
H (-0.6456, 0.3226, -2.4028)  0.24
Br (-0.4878, 5.0288, 2.0004)  0.00
C (-1.2194, 3.2983, 1.7047)  -0.12
C (-2.3781, 3.1738, 0.9825)  -0.06
N (-2.8991, 1.9717, 0.6937)  -0.45
C (-2.3014, 0.9024, 1.2224)  0.02
C (-1.2061, 0.9281, 2.1254)  -0.21
C (-0.5636, 2.1827, 2.2535)  -0.26
C (-0.8848, -0.3097, 2.9705)  0.77
O (-1.0638, -0.1778, 4.1844)  -0.71
O (-0.4798, -1.3348, 2.3486)  -0.79
H (-2.8806, 4.0484, 0.5881)  0.19
H (-2.7793, -0.0494, 1.0196)  0.20
H (0.2499, 2.3186, 2.9527)  0.25
C (-2.1734, -3.4517, 0.3299)  -0.64
C (-1.2205, -2.8682, -0.6963)  -0.04
O (-0.8024, -1.5648, -0.3557)  -0.81
H (-2.4835, -4.4572, 0.0318)  0.19
H (-3.0629, -2.8269, 0.4276)  0.20
H (-1.7003, -3.4987, 1.3113)  0.24
H (-1.7095, -2.8038, -1.6729)  0.15
H (-0.3482, -3.5268, -0.8102)  0.14
H (-0.6923, -1.5107, 0.6395)  0.52

Entry 2:
A structure of composition C12H19Cl2IrNO2P. Source: OMol25; level of theory: ωB97M-V with the def2-TZVPD basis set.

Properties
HOMO energy (spin up / spin down)   -0.642 / -0.737 Eh
LUMO level (spin up / spin down)   -10.6 / -14.9 eV
<S²>   8.79
Charge   +3
Relative energy (zero: lowest compared OMol25 entry of this formula, charge and spin)   0.0 kJ/mol
2S+1   6
Calculated total energy   -2038.67024 Ha

Each line ends with the natural charge from an NBO analysis.
Cartesian coordinates (Å):
C (-0.6034, -2.9636, -3.0522)  -0.70
C (-1.0586, -2.2953, -1.8074)  0.38
H (-1.4517, -3.2669, -3.6801)  0.31
H (0.0520, -3.8163, -2.8159)  0.32
H (0.0137, -2.2148, -3.5653)  0.26
O (-2.1489, -2.4845, -1.3030)  -0.19
Cl (2.6100, -1.5104, -1.2176)  -0.07
Ir (0.3559, -0.9911, -1.0845)  0.41
P (0.3403, 1.1827, -2.0460)  1.17
C (-1.1512, 2.1612, -1.7298)  -0.98
C (1.5645, 2.5040, -1.7977)  -0.96
H (1.3053, 0.2765, -4.0326)  0.27
H (0.2962, 1.7069, -4.3788)  0.30
H (-0.4659, 0.1280, -4.0431)  0.25
C (0.3693, 0.7867, -3.7954)  -0.99
H (2.5766, 2.1164, -1.9391)  0.27
H (1.3946, 3.3329, -2.4933)  0.29
H (-1.1797, 3.0095, -2.4227)  0.30
H (-1.1269, 2.5579, -0.7093)  0.27
H (1.5011, 2.8908, -0.7728)  0.27
H (-2.0759, 1.5918, -1.8498)  0.25
C (-1.2444, -0.4489, -0.3405)  0.61
O (-2.2416, -0.1117, 0.1511)  -0.40
Cl (1.2450, 0.7058, 0.5429)  -0.31
N (0.3427, -2.2163, 1.2716)  -0.59
C (0.2465, -1.4834, 2.4341)  0.12
C (1.4141, -0.9265, 3.0077)  -0.01
C (1.3194, -0.2206, 4.2085)  0.03
C (0.0751, -0.0752, 4.8287)  -0.17
C (-1.0876, -0.5440, 4.2112)  -0.03
C (-1.0154, -1.1969, 2.9710)  0.00
H (1.2558, -2.5797, 1.0257)  0.45
H (-0.4441, -2.8282, 1.0361)  0.44
H (2.3551, -1.0244, 2.4811)  0.28
H (2.2239, 0.1901, 4.6406)  0.29
H (0.0079, 0.4015, 5.8097)  0.30
H (-2.0705, -0.4189, 4.6769)  0.29
H (-1.9112, -1.4956, 2.4168)  0.26

Entry 3:
A structure of composition C12H19ClLuN5O5S. Source: OMol25; level of theory: ωB97M-V with the def2-TZVPD basis set.

Properties
HOMO energy   -0.284 Eh
LUMO level   0.4 eV
Relative energy (zero: lowest compared OMol25 entry of this formula, charge and spin)   71.8 kJ/mol
Calculated total energy   -3212.48165 Ha

Each line ends with the natural charge from an NBO analysis.
Cartesian coordinates (Å):
Lu (-0.1531, -0.3629, -0.6306)  1.78
N (1.6085, -4.2082, 1.1521)  -0.80
C (0.9376, -3.0484, 0.9040)  0.33
S (1.9252, -1.6757, 0.4455)  -0.42
N (-0.3516, -3.1041, 1.0705)  -0.43
N (-1.0198, -1.9325, 0.7655)  -0.40
C (-2.2660, -1.9281, 1.0661)  0.15
C (-3.1718, -0.8069, 0.8380)  -0.20
C (-4.5440, -1.0449, 0.9710)  -0.14
C (-5.4765, -0.0474, 0.7746)  -0.27
C (-5.0319, 1.2336, 0.4512)  -0.19
C (-3.6822, 1.5015, 0.3323)  -0.25
C (-2.7263, 0.4948, 0.5183)  0.35
O (-1.4341, 0.7742, 0.4023)  -0.87
H (2.5564, -4.2757, 0.8312)  0.40
H (1.0583, -5.0488, 1.2036)  0.40
H (-2.6749, -2.8314, 1.5171)  0.20
H (-4.8687, -2.0463, 1.2298)  0.21
H (-6.5323, -0.2559, 0.8757)  0.22
H (-5.7485, 2.0312, 0.2995)  0.21
H (-3.3285, 2.5021, 0.1136)  0.20
O (-0.4980, -2.2295, -4.1414)  -0.75
Cl (-0.2753, -1.9204, -2.7826)  2.51
O (0.1384, -3.0232, -1.9865)  -0.74
O (0.7285, -0.8381, -2.6463)  -0.86
O (-1.4984, -1.3474, -2.1567)  -0.85
N (-0.9485, 1.4337, -2.3827)  -0.85
C (-0.0854, 2.3875, -3.1013)  -0.22
C (0.5121, 3.4124, -2.1323)  -0.42
C (1.9958, 3.2170, -1.8230)  -0.40
C (2.3820, 1.8434, -1.2988)  -0.21
N (1.5355, 1.4373, -0.1514)  -0.89
H (-1.4234, 0.8340, -3.0501)  0.39
H (-1.6816, 1.9455, -1.8996)  0.38
H (-0.6428, 2.9010, -3.8895)  0.19
H (0.7013, 1.8138, -3.5956)  0.20
H (-0.0657, 3.3838, -1.2033)  0.21
H (0.3820, 4.4189, -2.5327)  0.22
H (2.3038, 3.9721, -1.0924)  0.20
H (2.5862, 3.4078, -2.7232)  0.22
H (3.4362, 1.8633, -1.0145)  0.20
H (2.2841, 1.0866, -2.0799)  0.20
H (1.2569, 2.2515, 0.3865)  0.39
H (2.0845, 0.8632, 0.4843)  0.41

Entry 4:
A structure of composition C12H19F6N4O7S2V. Source: OMol25; level of theory: ωB97M-V with the def2-TZVPD basis set.

Properties
HOMO energy (spin up / spin down)   -0.733 / -0.732 Eh
LUMO level (spin up / spin down)   -11.9 / -11.3 eV
<S²>   0.76
Charge   +3
Relative energy (zero: lowest compared OMol25 entry of this formula, charge and spin)   0.0 kJ/mol
2S+1   2
Calculated total energy   -3552.90921 Ha

Each line ends with the natural charge from an NBO analysis.
Cartesian coordinates (Å):
V (0.0633, -0.6614, -0.5822)  1.48
C (-4.1457, 1.7645, 1.1407)  -0.44
N (-3.3832, 0.7388, 0.4010)  -0.23
C (-4.0828, 0.0844, -0.7201)  -0.43
C (-2.1721, 0.4795, 0.7024)  0.70
O (-1.4602, -0.4191, 0.0395)  -0.49
C (-1.3967, 1.1833, 1.8009)  -0.15
O (-0.0214, 1.0633, 1.5100)  -0.50
C (0.8631, 0.5436, 2.4843)  -0.16
C (1.5236, -0.7111, 1.9341)  0.68
O (1.0017, -1.2449, 0.8704)  -0.61
N (2.5518, -1.2314, 2.5107)  -0.27
C (3.1332, -0.6715, 3.7424)  -0.43
C (3.2329, -2.4215, 1.9768)  -0.43
H (-4.0464, 1.6347, 2.2160)  0.25
H (-3.8023, 2.7593, 0.8529)  0.26
H (-5.1933, 1.6719, 0.8732)  0.27
H (-4.9094, -0.5056, -0.3274)  0.26
H (-4.4848, 0.8593, -1.3712)  0.26
H (-3.4101, -0.5488, -1.2849)  0.23
H (-1.6693, 2.2388, 1.7891)  0.26
H (-1.6674, 0.7535, 2.7702)  0.25
H (1.6335, 1.2936, 2.6661)  0.26
H (0.3625, 0.3205, 3.4292)  0.24
H (2.3920, -0.1577, 4.3472)  0.23
H (3.5474, -1.4873, 4.3287)  0.26
H (3.9424, 0.0159, 3.4932)  0.25
H (2.9097, -2.6308, 0.9653)  0.23
H (4.3061, -2.2416, 1.9921)  0.25
H (3.0189, -3.2761, 2.6175)  0.25
C (-0.3324, -4.7449, -2.3253)  -0.77
C (-0.2447, -3.4879, -1.6404)  0.69
N (-0.1923, -2.4860, -1.0787)  -0.48
H (0.6644, -5.0632, -2.6419)  0.32
H (-0.9682, -4.6494, -3.2080)  0.32
H (-0.7475, -5.5068, -1.6611)  0.32
F (3.4834, 0.1632, -3.4232)  -0.24
C (2.2930, -0.3412, -3.5277)  0.85
F (1.8537, -0.3943, -4.7479)  -0.24
F (2.2394, -1.5478, -2.9533)  -0.30
S (1.0624, 0.6296, -2.4789)  2.12
O (1.5656, 0.3443, -1.0701)  -0.79
O (-0.1615, -0.2262, -2.5183)  -0.83
N (0.9345, 2.0718, -2.8832)  -1.06
S (-0.3567, 2.8017, -2.1368)  2.18
O (-0.7223, 1.9243, -1.0185)  -1.01
O (-1.3799, 3.1760, -3.0326)  -0.80
C (0.4654, 4.3043, -1.3498)  0.80
F (0.8805, 3.9152, -0.1497)  -0.30
F (1.4772, 4.6918, -2.0798)  -0.26
F (-0.4514, 5.2294, -1.2428)  -0.26

Entry 5:
A structure of composition C12H19FeNSi. Source: OMol25; level of theory: ωB97M-V with the def2-TZVPD basis set.

Properties
HOMO energy (spin up / spin down)   0.104 / 0.078 Eh
LUMO level (spin up / spin down)   5.2 / 5.2 eV
<S²>   6.09
Charge   -2
2S+1   5
Calculated total energy   -2076.20021 Ha

Each line ends with the natural charge from an NBO analysis.
Cartesian coordinates (Å):
C (1.1718, 2.8862, -2.0121)  -0.48
C (0.5478, 1.9528, -2.9326)  -0.40
C (0.8630, 0.5815, -2.4690)  -0.41
C (1.8582, 0.6687, -1.4763)  -0.21
C (2.2719, 2.0366, -1.1432)  -0.16
Fe (-0.3450, 1.6978, -1.2376)  0.83
N (2.7628, 1.9823, 0.1923)  -1.11
C (-1.9655, 2.3477, -1.3974)  -0.70
C (-1.9875, 1.0534, -1.9348)  -0.64
H (0.3627, -0.3528, -2.7638)  0.21
H (-0.1949, 2.1913, -3.6775)  0.20
H (2.3716, -0.2007, -1.0506)  0.20
H (3.1970, 2.3684, -1.5864)  0.15
H (1.4213, 3.9074, -2.2597)  0.19
H (-2.0953, 1.0573, -3.0425)  0.19
H (-1.9384, 2.5756, -0.3298)  0.21
H (2.2578, 2.8035, 0.5333)  0.27
H (-2.2266, 0.2360, -1.2521)  0.23
H (-2.0752, 3.2658, -1.9604)  0.19
C (1.2209, -2.0273, 2.8850)  -1.11
Si (-0.4133, -2.0854, 1.9833)  1.62
C (-0.5808, -3.7167, 1.0861)  -1.11
C (-1.8864, -1.7623, 3.0828)  -1.11
C (-0.4325, -0.6498, 0.8087)  -0.80
C (-0.4218, 0.4014, 0.1574)  -0.29
H (1.2966, -2.7807, 3.6775)  0.19
H (1.3576, -1.0392, 3.3439)  0.25
H (2.0561, -2.1858, 2.1889)  0.25
H (-0.6788, -4.5511, 1.7936)  0.20
H (-1.4669, -3.7303, 0.4379)  0.23
H (0.2957, -3.9229, 0.4570)  0.23
H (-1.7570, -0.7926, 3.5783)  0.24
H (-2.7905, -1.6970, 2.4644)  0.24
H (-2.0565, -2.5190, 3.8552)  0.19

- Among the records above, which one has the lowest calculated total energy?
  C12H19BrNO3PdSe2

- The highest calculated total energy belongs to which entry?
  C12H19Cl2IrNO2P